# 1
{"formula": "C20H60O20", "method": "ωB97M-V/def2-TZVPD", "smiles": "OCCO.OCCO.OCCO.OCCO.OCCO.OCCO.OCCO.OCCO.OCCO.OCCO", "lumo_energy_ev": -0.4, "gap_ev": 9.1, "de_lowest_ev": 4.289, "multiplicity": 1, "elements": ["C", "C", "O", "O", "H", "H", "H", "H", "H", "H", "C", "C", "O", "O", "H", "H", "H", "H", "H", "H", "C", "C", "O", "O", "H", "H", "H", "H", "H", "H", "C", "C", "O", "O", "H", "H", "H", "H", "H", "H", "C", "C", "O", "O", "H", "H", "H", "H", "H", "H", "C", "C", "O", "O", "H", "H", "H", "H", "H", "H", "C", "C", "O", "O", "H", "H", "H", "H", "H", "H", "C", "C", "O", "O", "H", "H", "H", "H", "H", "H", "C", "C", "O", "O", "H", "H", "H", "H", "H", "H", "C", "C", "O", "O", "H", "H", "H", "H", "H", "H"], "coordinates": [[0.8472, 2.3477, 3.3351], [0.6864, 3.5990, 2.4052], [-0.5448, 3.3984, 1.6595], [-0.0373, 2.4002, 4.4427], [1.8988, 2.2919, 3.6163], [0.5908, 1.4005, 2.8605], [1.4239, 3.6338, 1.6033], [0.5806, 4.5121, 2.9909], [-1.2061, 3.6912, 2.2908], [-0.1896, 1.4741, 4.6446], [-2.9589, -1.0608, 4.0345], [-2.3464, 0.0239, 4.9852], [-0.9651, -0.2429, 5.2111], [-2.3663, -2.3296, 4.4119], [-2.6827, -0.8161, 3.0088], [-4.0429, -1.1148, 4.1354], [-2.8714, -0.1322, 5.9277], [-2.5494, 1.0655, 4.7364], [-1.0089, -1.2014, 5.1825], [-2.9626, -2.8933, 3.9137], [1.9825, 2.4819, -3.2824], [3.1310, 3.3623, -2.6860], [3.2507, 4.4628, -3.5375], [0.6687, 2.7905, -2.9031], [2.0070, 1.4662, -2.8876], [2.1143, 2.2275, -4.3341], [4.0509, 2.7776, -2.6905], [3.0163, 3.6904, -1.6529], [3.9079, 4.3833, -4.2327], [0.4013, 2.4482, -2.0470], [3.5587, 0.7837, 0.1017], [4.7978, 0.5159, 0.9630], [4.6960, 0.9678, 2.2571], [2.7795, -0.4384, 0.0460], [3.8075, 0.9962, -0.9381], [2.9005, 1.6181, 0.3440], [5.5251, 1.1723, 0.4853], [5.2421, -0.4792, 0.9424], [5.0107, 1.8746, 2.2409], [2.1429, -0.3737, 0.7617], [-0.7045, -0.6447, 0.6931], [-0.3308, 0.1358, -0.5139], [0.1391, 1.4414, -0.3377], [0.4352, -0.8496, 1.5505], [-1.0735, -1.6372, 0.4344], [-1.5177, -0.2160, 1.2788], [-1.2386, 0.1316, -1.1173], [0.3668, -0.4036, -1.1546], [0.0713, 1.6566, 0.5954], [0.3167, -1.6869, 2.0048], [2.7394, -2.5047, -2.6506], [3.3294, -3.5149, -1.6675], [3.1573, -4.8165, -2.1705], [3.4527, -2.5994, -3.9129], [2.8186, -1.4899, -2.2608], [1.6656, -2.6334, -2.7871], [2.7801, -3.4781, -0.7268], [4.4132, -3.4057, -1.6279], [2.3305, -5.2660, -1.9812], [3.4149, -3.5303, -4.1443], [2.7245, -3.2389, 3.1362], [1.5478, -4.2094, 2.7814], [0.4955, -3.5548, 2.0974], [3.4133, -2.6847, 2.0289], [3.4062, -3.7138, 3.8418], [2.4083, -2.3522, 3.6856], [1.0564, -4.7753, 3.5729], [1.9652, -4.9563, 2.1061], [-0.2838, -4.1141, 2.1351], [2.8376, -2.5655, 1.2700], [-4.4244, -1.3732, -1.5344], [-4.6245, -1.6038, -0.0049], [-5.7792, -0.8529, 0.5479], [-3.3358, -2.1253, -2.1320], [-4.3229, -0.3226, -1.8066], [-5.3626, -1.6969, -1.9852], [-3.7357, -1.2263, 0.5006], [-4.7197, -2.6755, 0.1701], [-5.5658, 0.0813, 0.4894], [-3.6325, -3.0367, -2.0774], [-1.0455, 0.5715, -4.9025], [-0.5041, -0.7997, -4.4241], [0.4300, -1.3869, -5.3386], [-2.1625, 0.4233, -5.7538], [-0.2496, 1.1403, -5.3833], [-1.4149, 1.2163, -4.1050], [-1.2967, -1.5412, -4.3238], [-0.1529, -0.6203, -3.4079], [0.9734, -0.6652, -5.6634], [-2.4102, 1.3280, -5.9581], [-3.5823, 2.7097, 0.5265], [-3.2405, 3.3030, -0.8609], [-4.1906, 4.3376, -1.1237], [-4.5845, 1.8218, 0.6314], [-3.8052, 3.4330, 1.3109], [-2.6997, 2.1595, 0.8524], [-3.3030, 2.6803, -1.7534], [-2.2180, 3.6806, -0.8595], [-4.8521, 3.9870, -1.7246], [-4.6115, 1.7545, 1.5886]], "forces_ev_per_a": [[0.393, 0.792, -0.522], [-1.263, -2.155, -0.068], [0.104, 0.598, 0.493], [0.156, 0.683, -0.125], [0.171, -0.032, 0.430], [0.365, 0.178, -0.943], [0.467, 0.186, 0.532], [0.520, 0.033, -0.026], [-0.524, -0.201, -0.188], [-0.207, -0.243, 0.517], [1.173, 1.366, 0.485], [-1.106, -1.103, 0.659], [-0.744, 0.470, -0.639], [-0.944, 0.783, -0.577], [-0.080, -0.163, -0.209], [-0.009, 0.186, 0.027], [-0.058, 0.071, 0.345], [0.348, -0.139, -0.573], [0.956, -0.496, 0.161], [0.380, -0.909, 0.241], [0.300, -2.253, 2.769], [-0.503, -1.258, -1.681], [0.106, 1.807, -0.010], [-1.109, 1.913, -1.415], [1.300, -0.513, 0.405], [-0.257, 1.167, -0.351], [0.130, -0.285, -0.065], [-0.616, 0.075, -0.100], [0.025, -0.442, 0.256], [0.599, -0.293, 0.339], [-0.455, -2.397, -0.621], [0.678, 1.885, -2.029], [-0.371, 0.389, 1.952], [0.010, 0.765, -0.230], [0.515, -0.190, -0.082], [0.280, 0.156, 0.832], [0.685, -0.131, -0.320], [-0.802, -0.232, -0.216], [-0.148, -0.044, 0.405], [-0.458, -0.316, 0.212], [0.821, -0.980, 1.289], [-0.703, -0.741, -1.459], [0.198, 0.107, 0.273], [-0.248, 0.932, -0.211], [-0.069, -0.017, -0.651], [-0.069, 0.648, -0.016], [-0.415, 0.356, -0.185], [0.406, -0.185, 0.378], [-0.180, 0.562, 0.206], [0.120, -0.432, 0.157], [0.827, 0.167, -0.435], [-1.279, 0.120, -0.465], [0.585, -1.460, -0.980], [-0.644, 0.420, 1.048], [0.465, 0.035, -0.082], [-0.185, -0.478, -0.161], [0.523, 0.539, 0.396], [-0.154, 0.360, 0.529], [-0.152, 0.595, 0.236], [0.006, -0.221, -0.130], [-1.334, 0.605, 0.272], [0.998, -0.169, -0.207], [-0.371, 0.835, -0.410], [0.496, -1.076, 0.021], [0.281, -0.405, -0.516], [-0.837, -0.124, 0.382], [0.752, 0.278, 0.758], [0.240, -0.171, -0.123], [0.013, 0.028, -0.050], [-0.217, 0.207, -0.038], [-0.723, -0.574, 0.021], [-0.055, 1.874, -0.269], [1.039, -1.856, -0.854], [-0.725, 0.680, 1.026], [0.377, -0.028, 0.270], [-0.141, 0.022, -0.239], [0.230, -0.235, 0.175], [-0.409, 0.137, 0.267], [0.285, 0.268, -0.245], [0.226, -0.244, -0.196], [-0.315, -0.601, 0.524], [-0.702, 0.631, -0.567], [-0.375, 0.497, 0.689], [-0.028, -0.160, -0.684], [0.341, -0.033, -0.189], [0.551, -0.265, 0.732], [-0.260, 0.260, -0.088], [0.798, -0.205, 0.034], [0.300, -0.081, -0.081], [-0.347, -0.054, -0.309], [3.777, 1.013, -0.611], [-1.449, 0.358, 0.506], [0.137, 0.613, -0.118], [-3.091, -2.241, -0.097], [0.630, 1.201, -0.598], [0.822, 0.306, 0.022], [0.206, -1.048, 0.561], [-0.117, 0.333, 0.311], [-0.006, 0.088, 0.059], [-0.860, -0.697, 0.051]], "mulliken_charge": [0.86, -0.75, -0.38, -0.64, 0.35, -0.62, 0.19, 0.44, 0.25, 0.37, 0.24, -0.60, -0.60, -0.63, -0.20, 0.48, 0.31, 0.41, 0.38, 0.32, 0.26, -0.41, -0.56, -0.60, -0.17, 0.31, 0.35, 0.16, 0.33, 0.22, 0.82, -0.86, -0.52, 0.15, -0.10, -0.23, 0.53, 0.20, 0.32, -0.18, -0.65, 0.18, 0.85, -0.06, 0.69, -0.76, 0.39, -0.48, -0.42, -0.15, 0.38, 0.18, -0.62, -0.57, -0.25, 0.04, -0.18, 0.30, 0.33, 0.35, -0.29, -0.54, -0.36, -0.41, 0.40, 0.15, 0.47, 0.29, 0.20, 0.06, -0.53, 0.25, -0.58, -0.44, 0.23, 0.40, -0.23, 0.39, 0.42, 0.27, -0.13, 0.39, -0.53, -0.59, 0.24, 0.08, 0.28, -0.29, 0.35, 0.34, 0.04, -0.34, -0.59, -0.55, 0.38, -0.08, 0.24, 0.18, 0.35, 0.34]}

# 2
{"formula": "C16H7Br2Cl3GeInN2O5", "method": "ωB97M-V/def2-TZVPD", "lumo_energy_ev": [-1.0, -2.7], "gap_ev": [7.6, 5.9], "de_lowest_ev": 0.494, "multiplicity": 2, "elements": ["In", "O", "C", "O", "C", "C", "C", "C", "C", "N", "C", "O", "O", "H", "H", "H", "Br", "C", "C", "C", "Br", "C", "C", "C", "C", "N", "C", "C", "O", "H", "H", "H", "H", "Cl", "Ge", "Cl", "Cl"], "coordinates": [[-0.5400, -0.1259, 0.3088], [-1.6858, 3.8386, -0.4788], [-1.4597, 2.7236, -0.0649], [-0.8273, 1.7693, -0.6668], [-1.9581, 2.3487, 1.3327], [-2.6446, 3.1794, 2.2018], [-3.0050, 2.6729, 3.4440], [-2.6688, 1.3717, 3.8065], [-1.9740, 0.6103, 2.8873], [-1.6637, 1.1120, 1.6993], [-1.4692, -0.8020, 3.1161], [-1.7528, -1.4045, 4.1179], [-0.7082, -1.2683, 2.1337], [-2.8757, 4.1875, 1.8905], [-3.5449, 3.2989, 4.1420], [-2.9176, 0.9480, 4.7682], [-2.2835, -3.6129, -2.9668], [-0.6428, -2.6953, -2.9813], [0.2603, -2.9359, -4.0352], [1.4572, -2.2889, -4.0994], [2.6239, -2.6369, -5.5452], [1.8224, -1.3583, -3.0930], [3.0200, -0.6128, -3.0744], [3.2675, 0.2753, -2.0666], [2.3230, 0.4187, -1.0427], [1.2074, -0.2727, -1.0277], [0.9163, -1.1479, -2.0365], [-0.3573, -1.8094, -1.9663], [-1.1782, -1.5645, -0.9692], [-0.0164, -3.6440, -4.8037], [3.7342, -0.7491, -3.8750], [4.1740, 0.8606, -2.0417], [2.4875, 1.1068, -0.2232], [1.8966, 1.5421, 2.5272], [1.7497, -0.6294, 2.5131], [3.5435, -1.4360, 1.6362], [1.6903, -1.2696, 4.5330]], "forces_ev_per_a": [[-0.257, 0.522, -0.247], [0.013, -0.002, 0.031], [-0.072, 0.004, -0.006], [0.052, 0.018, 0.018], [-0.025, 0.038, -0.020], [0.017, -0.018, -0.063], [-0.008, 0.016, 0.017], [0.050, -0.049, -0.049], [0.002, -0.016, 0.034], [0.017, -0.027, 0.143], [-0.020, -0.203, -0.155], [0.019, 0.096, 0.010], [0.077, 0.085, 0.295], [-0.008, 0.010, 0.007], [-0.001, 0.007, 0.004], [-0.011, 0.008, 0.011], [0.005, 0.020, 0.016], [0.065, -0.041, -0.084], [-0.059, -0.013, 0.015], [0.024, 0.072, 0.084], [0.008, -0.007, -0.017], [-0.006, -0.066, -0.086], [0.020, -0.026, -0.055], [-0.057, -0.004, 0.051], [0.115, 0.063, 0.002], [0.016, -0.217, -0.018], [-0.042, 0.041, 0.089], [0.060, 0.050, 0.096], [-0.125, -0.216, -0.205], [-0.001, 0.005, 0.004], [-0.003, -0.005, 0.002], [0.010, 0.017, 0.013], [-0.005, 0.011, -0.008], [-0.037, 0.239, -0.031], [-0.157, -0.342, -0.007], [0.306, -0.069, -0.094], [0.016, -0.002, 0.203]], "lowdin_spin": [0.04, 0.00, 0.00, 0.00, 0.00, 0.00, 0.00, 0.00, 0.00, 0.00, 0.01, 0.03, 0.14, 0.00, 0.00, 0.00, 0.00, 0.00, 0.00, 0.00, 0.00, 0.00, 0.00, 0.00, 0.00, 0.02, 0.00, 0.00, 0.00, 0.00, 0.00, 0.00, 0.00, 0.15, 0.35, 0.16, 0.09]}